[1]
The following is a quantum chemistry calculation of a structure of composition C14H20CrO7Te, from the Open Molecules 2025 dataset.

The geometry in ORCA input format:
```
! RIJCOSX wB97M-V def2-TZVPD def2/J DEFGRID3
* xyz 0 5
Cr 0.021 0.471 -0.933
O 1.309 2.943 -1.625
C 1.482 1.623 -1.851
O 0.776 1.026 -2.708
C 2.803 1.107 -1.302
O 2.663 0.650 0.030
C 2.480 1.655 1.022
C 1.006 1.921 1.406
O 0.782 2.858 2.146
O 0.127 1.085 0.949
H 0.540 3.241 -2.131
H 3.093 0.240 -1.891
H 3.561 1.892 -1.367
H 2.968 1.290 1.925
H 2.947 2.597 0.728
C -2.086 -0.864 1.269
O -2.048 -0.192 0.012
C -2.790 1.018 0.033
C -2.862 1.500 -1.388
O -1.580 1.999 -1.748
C -1.559 2.484 -3.080
H -3.126 -1.008 1.574
H -1.550 -0.295 2.029
H -1.611 -1.828 1.131
H -2.279 1.758 0.658
H -3.799 0.839 0.416
H -3.621 2.284 -1.483
H -3.125 0.658 -2.039
H -2.417 3.136 -3.258
H -1.574 1.663 -3.802
H -0.648 3.064 -3.220
Te 0.383 -2.017 -1.580
C 0.661 -2.859 0.360
C 1.599 -2.330 1.240
C 1.780 -2.894 2.495
C 1.041 -4.003 2.882
C 0.115 -4.544 2.002
C -0.074 -3.975 0.750
H 2.185 -1.468 0.955
H 2.509 -2.467 3.173
H 1.189 -4.447 3.858
H -0.469 -5.409 2.293
H -0.800 -4.404 0.069
*
```

- HOMO energy (alpha / beta): -0.262 / -0.271 Eh
- Calculated total energy: -64888.07317 eV
- HOMO-LUMO gap (alpha / beta): 0.249 / 0.236 Eh
- ⟨S²⟩: 6.087
- Lowest unoccupied orbital energy (alpha / beta): -0.35 / -0.95 eV
- F_max: 2.352 eV Å⁻¹

---

[2]
The following is a quantum chemistry calculation of a structure of composition C14H20LiO10S, from the Open Molecules 2025 dataset.

The geometry in ORCA input format:
```
! RIJCOSX wB97M-V def2-TZVPD def2/J DEFGRID3
* xyz -1 1
Li 0.521 -1.173 0.548
S -1.176 -0.258 2.973
O -1.261 -1.459 3.690
O -2.422 0.440 3.004
O -0.151 0.636 3.517
O -0.875 -0.573 1.606
C 0.220 -1.581 -2.066
O 0.127 -2.486 -1.012
H 0.325 -2.126 -2.941
H 0.978 -0.832 -1.915
H -0.771 -1.116 -2.154
H 0.145 -3.402 -1.131
C 3.385 -2.817 1.516
O 2.033 -2.650 1.307
H 3.554 -3.079 2.436
H 3.982 -1.868 1.430
H 3.867 -3.494 0.730
H 1.625 -3.248 1.766
C -4.229 -1.778 -1.246
C -3.138 -1.157 -0.632
C -3.044 0.234 -0.814
C -4.028 0.967 -1.526
C -5.072 0.227 -2.055
C -5.275 -1.111 -1.848
O -6.444 -1.709 -2.303
O -2.081 0.892 -0.092
H -4.171 -2.871 -1.083
H -2.377 -1.649 -0.095
H -3.905 2.022 -1.651
H -6.070 0.643 -2.639
H -7.128 -0.921 -2.417
H -1.539 0.286 0.373
C 3.318 3.686 1.097
C 2.544 2.640 1.462
C 2.339 1.563 0.564
C 3.056 1.540 -0.684
C 3.859 2.502 -0.996
C 3.985 3.636 -0.141
O 4.735 4.631 -0.486
O 1.621 0.503 0.929
H 3.434 4.463 1.914
H 2.169 2.818 2.425
H 2.825 0.719 -1.395
H 4.237 2.463 -2.010
H 5.071 5.016 0.208
H 1.202 0.810 1.830
*
```

- HOMO energy: -0.132 Eh
- Calculated total energy: -46356.75810 eV
- HOMO-LUMO gap: 0.199 Eh
- Lowest unoccupied orbital energy: 1.82 eV
- F_max: 7.820 eV Å⁻¹

---

[3]
The following is a quantum chemistry calculation of the ion C14H20N with charge +1, from the Open Molecules 2025 dataset.

The geometry in ORCA input format:
```
! RIJCOSX wB97M-V def2-TZVPD def2/J DEFGRID3
* xyz 1 1
C -1.072 -1.015 -1.634
C -1.708 -0.916 -0.438
C -2.708 -1.962 0.040
C -1.275 0.176 0.482
C -2.523 0.831 1.189
C -0.408 -0.503 1.568
C -0.653 1.317 -0.296
C -1.554 2.181 -1.114
C 0.688 1.544 -0.415
C 1.837 0.719 -0.124
C 3.160 1.266 0.201
C 4.219 0.312 0.442
C 4.124 -1.003 0.138
C 2.871 -1.390 -0.298
N 1.827 -0.636 -0.360
H -0.204 -0.377 -1.936
H -1.244 -1.867 -2.248
H -3.389 -1.547 0.809
H -2.253 -2.870 0.349
H -3.196 -2.314 -0.909
H -2.202 1.583 1.924
H -3.182 0.152 1.739
H -3.221 1.147 0.417
H -0.096 -1.499 1.266
H -1.086 -0.705 2.383
H 0.368 0.207 1.839
H -0.917 2.881 -1.710
H -2.139 2.707 -0.412
H -2.116 1.533 -1.732
H 0.918 2.340 -1.107
H 3.365 2.341 0.425
H 5.206 0.721 0.793
H 4.939 -1.809 0.121
H 2.697 -2.465 -0.603
H 0.929 -1.079 -0.788
*
```

- SMILES: C=C(C)C(C)(C)/C(C)=C\c1cccc[nH+]1
- HOMO energy: -0.469 Eh
- Calculated total energy: -16324.10054 eV
- HOMO-LUMO gap: 0.324 Eh
- Lowest unoccupied orbital energy: -3.94 eV
- F_max: 4.386 eV Å⁻¹

---

[4]
The following is a quantum chemistry calculation of the molecule C14H20N2O4S, from the Open Molecules 2025 dataset.

The geometry in ORCA input format:
```
! RIJCOSX wB97M-V def2-TZVPD def2/J DEFGRID3
* xyz 0 1
C -1.114 4.095 -2.399
C -0.464 2.752 -2.240
C -1.034 1.605 -2.773
C -0.430 0.375 -2.619
C 0.764 0.268 -1.915
O 1.276 -1.007 -1.815
C 2.490 -1.200 -1.131
C 2.448 -0.966 0.383
O 3.247 -0.220 0.917
N 1.547 -1.679 1.091
C 0.594 -2.625 0.543
C -0.648 -2.680 1.446
N -0.947 -1.379 2.000
S -1.567 -0.274 0.885
C -3.066 0.238 1.759
O -0.715 0.870 0.766
O -1.959 -0.987 -0.293
C 0.099 -0.860 2.864
C 1.459 -1.484 2.521
C 1.350 1.404 -1.379
C 0.732 2.630 -1.547
H -0.490 4.751 -3.006
H -1.250 4.569 -1.428
H -2.084 4.002 -2.881
H -1.969 1.670 -3.313
H -0.878 -0.521 -3.018
H 2.761 -2.246 -1.317
H 3.280 -0.555 -1.536
H 1.052 -3.622 0.474
H 0.287 -2.301 -0.452
H -1.511 -2.990 0.859
H -0.513 -3.376 2.279
H -3.684 -0.638 1.894
H -3.570 0.977 1.150
H -2.770 0.663 2.708
H 0.134 0.218 2.706
H -0.162 -1.067 3.909
H 1.581 -2.451 3.020
H 2.273 -0.821 2.817
H 2.263 1.352 -0.809
H 1.189 3.509 -1.117
*
```

- SMILES: Cc1ccc(OCC(=O)N2CCN(S(C)(=O)=O)CC2)cc1
- HOMO energy: -0.292 Eh
- Calculated total energy: -36847.54361 eV
- HOMO-LUMO gap: 0.309 Eh
- Lowest unoccupied orbital energy: 0.46 eV
- F_max: 1.333 eV Å⁻¹

---

[5]
The following is a quantum chemistry calculation of the ion C14H20N3O3 with charge +1, from the Open Molecules 2025 dataset.

The geometry in ORCA input format:
```
! RIJCOSX wB97M-V def2-TZVPD def2/J DEFGRID3
* xyz 1 1
C -2.462 1.702 -2.579
C -2.177 2.439 -1.370
O -0.716 2.508 -1.134
C 0.100 1.370 -0.779
C -0.425 0.294 -0.074
C 0.410 -0.833 0.094
N -0.107 -1.999 0.695
C -0.829 -1.793 1.998
C -2.095 -2.580 1.945
O -1.942 -3.964 1.585
C -1.364 -4.122 0.308
C -0.023 -3.408 0.127
C 1.791 -0.739 -0.348
O 2.661 -1.776 -0.142
C 2.971 -1.877 1.279
C 4.132 -2.809 1.331
C 2.224 0.282 -1.170
C 1.362 1.275 -1.420
N 1.910 2.233 -2.302
N 2.345 2.965 -3.008
H -3.477 1.316 -2.502
H -1.875 0.835 -2.880
H -2.357 2.391 -3.373
H -2.456 3.490 -1.505
H -2.689 2.092 -0.459
H -1.366 0.282 0.346
H -0.277 -2.170 2.877
H -1.053 -0.700 2.221
H -2.925 -2.111 1.375
H -2.489 -2.447 3.010
H -2.128 -3.741 -0.380
H -1.125 -5.080 0.091
H 0.198 -3.425 -0.968
H 0.772 -3.964 0.570
H 3.343 -0.894 1.590
H 2.134 -2.254 1.956
H 3.884 -3.814 0.884
H 4.862 -2.298 0.645
H 4.522 -3.023 2.293
H 3.281 0.280 -1.555
*
```

- SMILES: CCOc1cc(N2CCOCC2)c(OCC)cc1[N+]#N
- HOMO energy: -0.433 Eh
- Calculated total energy: -25444.24094 eV
- HOMO-LUMO gap: 0.259 Eh
- Lowest unoccupied orbital energy: -4.74 eV
- F_max: 4.617 eV Å⁻¹

---

These records have relative energy (zero: lowest compared OMol25 entry of this formula, charge and spin) values of 1.614, 0.192, 2.477, 1.283, 4.400 eV, in the order they appear.